# 1
Below is a structure of composition C37H38B11Br6N2P2SV, with properties calculated with ωB97M-V/def2-TZVPD.

Computed properties:
net charge	+3
total energy	-19284.08049	Eh
M	1254.04	u
multiplicity	4
⟨S²⟩	3.80
LUMO energy (spin up / spin down)	-8.8 / -12.6	eV
E_HOMO (spin up / spin down)	-16.0527 / -16.0361	eV
Kohn-Sham gap (spin up / spin down)	7.2551 / 3.4750	eV

CARTESIAN COORDINATES (ANGSTROEM)
V  -0.104  -0.205  -0.216
N  -1.315  2.577  -0.573
P  0.328  2.216  -0.661
C  0.892  2.429  -2.370
C  1.368  1.349  -3.112
C  1.803  1.543  -4.415
C  1.760  2.810  -4.976
C  1.271  3.887  -4.245
C  0.842  3.703  -2.942
C  1.104  3.598  0.222
C  2.395  4.016  -0.118
C  2.925  5.154  0.461
C  2.182  5.874  1.390
C  0.912  5.448  1.751
C  0.371  4.307  1.175
P  -2.204  1.172  -0.205
C  -2.621  1.306  1.567
C  -3.911  1.140  2.063
C  -4.146  1.259  3.427
C  -3.101  1.520  4.299
C  -1.805  1.646  3.813
C  -1.565  1.530  2.455
C  -3.737  1.455  -1.120
C  -4.158  0.649  -2.173
C  -5.323  0.965  -2.856
C  -6.060  2.084  -2.499
C  -5.624  2.907  -1.467
C  -4.465  2.599  -0.775
H  -1.733  3.410  -0.970
H  1.400  0.359  -2.670
H  2.175  0.709  -4.996
H  2.107  2.963  -5.989
H  1.231  4.873  -4.688
H  0.471  4.544  -2.369
H  2.967  3.472  -0.860
H  3.911  5.495  0.176
H  2.590  6.775  1.828
H  0.336  6.007  2.476
H  -0.623  3.981  1.451
H  -4.735  0.922  1.397
H  -5.153  1.148  3.806
H  -3.295  1.623  5.358
H  -0.990  1.839  4.499
H  -0.552  1.632  2.073
H  -3.579  -0.216  -2.471
H  -5.654  0.336  -3.672
H  -6.972  2.321  -3.029
H  -6.189  3.789  -1.196
H  -4.135  3.245  0.030
Br  -1.206  -1.818  1.534
B  -1.589  -3.538  0.605
B  -2.826  -4.732  1.055
C  -2.207  -6.205  0.458
B  -1.087  -5.140  1.181
B  -0.658  -6.127  -0.243
B  -2.113  -6.321  -1.236
B  -3.451  -5.482  -0.435
B  -3.073  -3.716  -0.384
Br  -4.359  -2.262  -0.427
B  -2.636  -4.721  -1.841
Br  -3.496  -4.491  -3.557
B  -0.845  -5.117  -1.712
Br  0.317  -5.303  -3.250
B  -0.238  -4.392  -0.186
Br  1.558  -3.654  -0.024
B  -1.468  -3.515  -1.165
Br  -0.989  -1.778  -2.035
H  -3.491  -4.683  2.020
H  -2.452  -7.109  0.997
H  -0.600  -5.385  2.221
H  0.107  -7.010  -0.135
H  -2.290  -7.337  -1.794
H  -4.532  -5.935  -0.452
N  1.667  -0.131  -0.031
S  3.007  0.700  0.470
C  3.105  0.203  2.194
C  3.610  -1.033  2.567
C  3.539  -1.391  3.904
C  2.975  -0.525  4.833
C  2.481  0.712  4.437
C  2.545  1.090  3.105
C  4.380  -0.165  -0.292
C  5.651  0.158  0.168
C  6.741  -0.467  -0.413
C  6.555  -1.385  -1.440
C  5.278  -1.675  -1.900
C  4.173  -1.057  -1.332
H  1.866  -1.146  -0.036
H  4.059  -1.700  1.841
H  3.942  -2.343  4.223
H  2.932  -0.809  5.876
H  2.066  1.390  5.170
H  2.197  2.065  2.779
H  5.788  0.873  0.971
H  7.739  -0.234  -0.065
H  7.411  -1.870  -1.889
H  5.139  -2.379  -2.709
H  3.181  -1.270  -1.710



# 2
Below is a structure of composition C37H38BCl2NO3SiTi, with properties calculated with ωB97M-V/def2-TZVPD.

Computed properties:
net charge	-1
total energy	-3797.16276	Eh
M	702.39	u
multiplicity	2
⟨S²⟩	0.77
LUMO energy (spin up / spin down)	2.2 / 2.2	eV
energy relative to the best compared isomer or geometry (same formula, charge and spin)	14.577	eV
E_HOMO (spin up / spin down)	-3.8207 / -3.9645	eV
Kohn-Sham gap (spin up / spin down)	6.0564 / 6.2065	eV

CARTESIAN COORDINATES (ANGSTROEM)
Ti  -0.228  0.996  0.892
C  2.870  4.568  -0.303
C  2.516  3.624  0.844
C  3.356  2.402  0.911
C  3.450  1.512  1.919
C  4.599  0.549  2.023
C  2.388  1.449  2.956
C  1.139  1.487  2.517
C  -1.411  1.267  2.804
C  1.638  4.027  1.734
H  3.381  5.460  0.062
H  1.972  4.880  -0.835
H  3.527  4.076  -1.021
H  4.065  2.316  0.091
H  5.236  0.822  2.870
H  5.216  0.566  1.123
H  4.260  -0.474  2.196
H  2.684  1.391  4.006
H  -1.130  0.635  3.661
H  -2.463  1.543  2.773
H  -0.398  3.666  3.898
H  1.184  5.019  1.804
C  0.021  -3.857  -0.036
C  1.268  -2.969  -0.136
C  1.621  -2.476  1.272
C  2.427  -3.814  -0.678
Si  0.957  -1.425  -1.234
O  0.642  -0.133  -0.325
C  -0.483  -1.701  -2.413
C  -0.551  -2.788  -3.291
C  -1.642  -2.974  -4.128
C  -2.697  -2.072  -4.098
C  -2.650  -0.985  -3.238
C  -1.550  -0.799  -2.409
C  2.525  -1.071  -2.216
C  3.585  -0.458  -1.540
C  4.780  -0.169  -2.182
C  4.939  -0.485  -3.526
C  3.896  -1.082  -4.218
C  2.701  -1.368  -3.566
H  0.198  -4.652  0.700
H  -0.222  -4.333  -0.991
H  -0.855  -3.289  0.289
H  1.887  -3.329  1.910
H  0.777  -1.960  1.735
H  2.467  -1.784  1.266
H  2.556  -4.709  -0.057
H  3.370  -3.262  -0.676
H  2.248  -4.146  -1.705
H  0.259  -3.513  -3.318
H  -1.673  -3.826  -4.798
H  -3.555  -2.218  -4.744
H  -3.468  -0.275  -3.206
H  -1.525  0.063  -1.751
H  3.458  -0.182  -0.498
H  5.586  0.312  -1.638
H  5.869  -0.257  -4.032
H  4.008  -1.318  -5.269
H  1.890  -1.818  -4.127
O  -2.030  -1.673  1.573
B  -2.014  -0.341  1.066
O  -3.342  -0.016  0.700
C  -4.109  -1.114  0.945
C  -5.458  -1.294  0.730
C  -5.992  -2.540  1.068
C  -5.195  -3.549  1.596
C  -3.829  -3.356  1.810
C  -3.315  -2.124  1.475
H  -6.066  -0.503  0.314
H  -7.047  -2.723  0.913
H  -5.641  -4.504  1.843
H  -3.196  -4.134  2.214
Cl  -3.322  3.461  -1.601
C  -3.045  3.962  0.048
C  -3.868  4.923  0.601
C  -3.703  5.344  1.918
C  -2.698  4.751  2.679
C  -1.893  3.804  2.103
Cl  -0.424  2.752  2.907
C  -1.977  3.354  0.759
N  -1.177  2.388  0.244
H  -4.657  5.345  -0.009
H  -4.357  6.098  2.335
H  -2.560  5.027  3.722



# 3
Below is a structure of composition C37H38CaCl5N3O7P2, with properties calculated with ωB97M-V/def2-TZVPD.

Computed properties:
net charge	-2
total energy	-5785.06245	Eh
M	916.02	u
LUMO energy	3.9	eV
energy relative to the best compared isomer or geometry (same formula, charge and spin)	0.089	eV
E_HOMO	-2.2123	eV
Kohn-Sham gap	6.0730	eV

CARTESIAN COORDINATES (ANGSTROEM)
Ca  0.516  0.365  -0.768
C  -2.319  3.479  -1.237
C  -3.261  2.285  -1.394
C  -4.721  2.667  -1.129
P  -2.550  0.793  -0.544
C  -3.996  -0.367  -0.470
C  -3.674  -1.580  0.394
C  -4.395  -0.810  -1.875
C  -2.257  1.236  1.211
C  -2.842  2.325  1.857
C  -2.463  2.709  3.130
C  -1.457  2.001  3.774
C  -0.875  0.911  3.165
C  -1.272  0.483  1.889
N  -0.673  -0.597  1.248
C  -0.601  -1.786  1.881
C  -1.312  -2.103  3.075
C  -1.275  -3.354  3.645
C  -0.537  -4.391  3.083
C  0.153  -4.117  1.912
C  0.143  -2.868  1.305
P  1.051  -2.571  -0.246
C  2.841  -2.672  0.237
C  3.417  -4.052  0.530
C  3.063  -1.742  1.432
C  0.719  -4.095  -1.243
C  1.522  -4.014  -2.540
C  -0.772  -4.200  -1.539
H  -2.561  4.244  -1.980
H  -1.273  3.201  -1.379
H  -2.395  3.928  -0.249
H  -3.191  1.969  -2.443
H  -4.950  2.761  -0.069
H  -5.417  1.935  -1.542
H  -4.943  3.630  -1.598
H  -4.831  0.179  -0.011
H  -2.806  -2.119  0.011
H  -4.527  -2.265  0.401
H  -3.446  -1.303  1.422
H  -3.581  -1.356  -2.349
H  -4.646  0.027  -2.530
H  -5.265  -1.470  -1.826
H  -3.595  2.905  1.345
H  -2.914  3.576  3.595
H  -1.100  2.325  4.744
H  -0.069  0.377  3.653
H  -1.919  -1.341  3.542
H  -1.849  -3.527  4.551
H  -0.507  -5.376  3.531
H  0.717  -4.916  1.441
H  3.359  -2.224  -0.618
H  2.964  -4.481  1.425
H  4.491  -3.972  0.715
H  3.280  -4.758  -0.292
H  2.646  -2.180  2.342
H  2.597  -0.765  1.286
H  4.131  -1.572  1.582
H  1.033  -4.983  -0.682
H  1.256  -3.113  -3.097
H  1.314  -4.879  -3.177
H  2.597  -3.977  -2.359
H  -1.134  -3.289  -2.022
H  -1.352  -4.347  -0.628
H  -0.963  -5.037  -2.215
O  4.732  0.912  -1.584
C  3.686  0.907  -0.934
O  2.643  0.233  -1.197
C  3.647  1.760  0.345
C  4.873  2.062  0.892
C  4.989  2.819  2.059
C  3.875  3.353  2.683
C  2.647  3.096  2.115
C  2.435  2.241  0.976
O  1.271  1.939  0.603
N  1.504  3.756  2.756
O  0.596  4.165  2.064
O  1.539  3.884  3.977
N  6.296  3.084  2.623
O  6.372  3.792  3.623
O  7.277  2.582  2.090
H  5.750  1.696  0.379
H  3.957  3.957  3.571
Cl  1.349  3.597  -2.313
C  0.541  2.613  -3.541
C  0.114  1.350  -3.181
C  -0.501  0.661  -4.193
Cl  -1.106  -0.984  -3.817
C  -0.721  1.135  -5.481
Cl  -1.540  0.203  -6.693
C  -0.277  2.418  -5.784
Cl  -0.540  3.081  -7.361
C  0.367  3.173  -4.802
Cl  0.901  4.774  -5.182



# 4
Below is a structure of composition C37H39AsCdO9P2S3, with properties calculated with ωB97M-V/def2-TZVPD.

Computed properties:
net charge	-2
total energy	-6391.38633	Eh
M	973.19	u
LUMO energy	4.4	eV
energy relative to the best compared isomer or geometry (same formula, charge and spin)	1.183	eV
E_HOMO	-1.7925	eV
Kohn-Sham gap	6.1926	eV

CARTESIAN COORDINATES (ANGSTROEM)
Cd  -0.043  -0.473  1.592
S  -1.361  1.756  1.406
P  -0.968  2.264  -0.532
C  -0.368  1.246  -1.738
P  -1.139  -0.254  -1.823
S  -0.999  -1.745  -0.424
C  -2.952  -0.240  -2.186
C  -3.429  0.123  -3.446
C  -4.792  0.246  -3.678
C  -5.699  0.029  -2.648
C  -5.233  -0.309  -1.385
C  -3.869  -0.440  -1.154
C  -0.487  -1.065  -3.343
C  0.661  -0.563  -3.947
C  1.200  -1.188  -5.068
C  0.590  -2.318  -5.598
C  -0.553  -2.830  -4.993
C  -1.080  -2.214  -3.866
C  0.141  3.742  -0.474
C  -0.135  4.777  0.420
C  0.661  5.913  0.456
C  1.748  6.027  -0.405
C  2.024  5.002  -1.300
C  1.221  3.866  -1.334
C  -2.478  3.225  -1.075
C  -3.617  3.429  -0.309
C  -4.702  4.133  -0.825
C  -4.657  4.645  -2.112
C  -3.517  4.452  -2.888
C  -2.443  3.741  -2.375
H  -2.719  0.306  -4.246
H  -5.152  0.516  -4.666
H  -6.762  0.137  -2.827
H  -5.933  -0.467  -0.572
H  -3.497  -0.717  -0.175
H  1.106  0.328  -3.515
H  2.096  -0.790  -5.534
H  1.005  -2.803  -6.475
H  -1.033  -3.714  -5.402
H  -1.955  -2.625  -3.372
H  -0.976  4.669  1.094
H  0.442  6.708  1.160
H  2.377  6.909  -0.372
H  2.873  5.086  -1.970
H  1.418  3.060  -2.032
H  -3.646  3.029  0.700
H  -5.591  4.275  -0.220
H  -5.512  5.176  -2.520
H  -3.472  4.845  -3.899
H  -1.560  3.558  -2.978
C  2.623  2.155  1.744
O  2.074  1.546  0.596
C  3.069  1.072  -0.285
C  3.593  -0.312  0.015
O  2.606  -1.251  -0.349
C  3.043  -2.586  -0.305
C  3.163  -3.156  1.096
O  1.924  -3.287  1.762
C  1.166  -4.402  1.357
H  3.208  1.451  2.337
H  1.784  2.509  2.344
H  3.252  3.010  1.455
H  3.919  1.770  -0.283
H  2.599  1.048  -1.268
H  3.865  -0.416  1.071
H  4.491  -0.469  -0.604
H  4.026  -2.677  -0.794
H  2.309  -3.148  -0.885
H  3.768  -2.496  1.723
H  3.659  -4.137  1.033
H  0.239  -4.376  1.927
H  0.915  -4.366  0.293
H  1.708  -5.334  1.573
O  2.750  -0.393  5.136
As  2.543  -1.453  3.710
O  4.079  -1.991  3.415
O  1.915  -0.647  2.397
C  1.522  -2.927  4.473
C  2.266  -4.075  4.720
C  1.651  -5.213  5.216
C  0.283  -5.214  5.470
C  -0.471  -4.080  5.225
C  0.144  -2.934  4.728
S  -0.911  -1.564  4.284
O  -2.052  -1.636  5.171
O  -0.116  -0.363  4.409
O  -1.243  -1.869  2.872
H  3.582  0.061  4.942
H  3.326  -4.047  4.499
H  2.234  -6.107  5.397
H  -0.196  -6.109  5.854
H  -1.540  -4.050  5.405



# 5
Below is a structure of composition C37H39N3O4SSiW, with properties calculated with ωB97M-V/def2-TZVPD.

Computed properties:
net charge	+2
total energy	-2652.90070	Eh
M	833.73	u
LUMO energy (spin up / spin down)	-6.6 / -6.6	eV
energy relative to the best compared isomer or geometry (same formula, charge and spin)	0.662	eV
E_HOMO (spin up / spin down)	-13.4356 / -13.4317	eV
Kohn-Sham gap (spin up / spin down)	6.8661 / 6.8677	eV

CARTESIAN COORDINATES (ANGSTROEM)
W  -0.647  -0.904  -0.251
O  -0.416  1.290  0.064
C  0.505  1.709  1.130
C  1.124  0.405  1.668
O  2.108  0.416  2.341
O  0.466  -0.716  1.327
C  1.549  2.639  0.529
C  1.596  2.922  -0.828
C  2.530  3.829  -1.319
C  3.427  4.440  -0.459
C  3.390  4.144  0.900
C  2.453  3.254  1.394
C  -0.301  2.411  2.213
C  -1.032  3.537  1.826
C  -1.843  4.192  2.738
C  -1.907  3.743  4.052
C  -1.158  2.646  4.446
C  -0.358  1.974  3.530
H  -1.211  1.840  0.101
H  0.894  2.457  -1.507
H  2.545  4.067  -2.375
H  4.144  5.155  -0.840
H  4.079  4.627  1.580
H  2.411  3.045  2.455
H  -0.934  3.928  0.817
H  -2.402  5.065  2.432
H  -2.526  4.263  4.771
H  -1.191  2.309  5.473
H  0.228  1.124  3.856
C  -2.609  -0.565  2.255
Si  -3.675  -0.475  0.725
C  -4.849  -1.914  0.709
C  -4.477  1.181  0.546
N  -2.475  -0.608  -0.639
C  -2.802  -0.626  -2.032
C  -1.916  -0.030  -2.940
C  -2.167  -0.127  -4.304
C  -3.299  -0.766  -4.774
C  -4.197  -1.321  -3.869
C  -3.949  -1.260  -2.509
H  -3.304  -0.762  3.078
H  -2.103  0.371  2.490
H  -1.882  -1.382  2.291
H  -5.241  -2.050  1.720
H  -4.357  -2.846  0.422
H  -5.709  -1.757  0.057
H  -5.359  1.245  1.187
H  -4.803  1.356  -0.482
H  -3.804  1.992  0.837
H  -1.074  0.554  -2.584
H  -1.484  0.341  -5.001
H  -3.497  -0.813  -5.836
H  -5.096  -1.806  -4.226
H  -4.637  -1.726  -1.820
C  6.300  1.320  1.644
C  5.312  0.518  0.853
C  4.689  1.071  -0.269
C  3.743  0.364  -0.980
C  3.416  -0.920  -0.551
C  4.017  -1.497  0.565
C  4.976  -0.776  1.248
S  2.187  -1.867  -1.345
C  2.728  -1.935  -3.040
O  0.941  -0.883  -1.492
H  6.738  2.117  1.046
H  7.099  0.692  2.034
H  5.795  1.778  2.498
H  4.943  2.075  -0.584
H  3.260  0.808  -1.841
H  3.734  -2.489  0.894
H  5.455  -1.214  2.114
H  2.875  -0.921  -3.406
H  1.966  -2.456  -3.615
H  3.663  -2.492  -3.053
N  -1.508  -8.288  -1.393
C  -1.354  -7.166  -1.205
C  -1.159  -5.764  -0.972
C  -0.979  -5.275  0.319
C  -0.810  -3.920  0.496
N  -0.792  -3.049  -0.530
C  -0.953  -3.530  -1.778
C  -1.150  -4.867  -2.038
H  -0.981  -5.941  1.170
H  -0.679  -3.496  1.482
H  -0.944  -2.804  -2.584
H  -1.292  -5.212  -3.052